Record 1
A structure of composition C40H51Cl29N3O5PS in a non-equilibrium geometry, computed with wB97M-V/def2-TZVPD.

```
130
C40H51Cl29N3O5PS | the Open Molecules 2025 dataset | wB97M-V/def2-TZVPD
Cl 3.939 -11.051 -12.757
Cl 1.800 -6.740 -6.309
Cl 3.431 -4.348 -6.632
Cl 6.722 12.465 -2.024
Cl 7.485 -1.748 3.380
Cl 4.739 6.098 -0.721
Cl -2.400 -0.233 7.211
Cl -7.767 0.292 -1.609
Cl 7.571 11.184 -4.499
Cl -9.045 3.361 1.672
Cl 1.200 -6.153 -2.300
Cl 2.831 -3.761 -2.623
Cl 5.822 -10.743 -10.556
Cl 4.601 -6.341 -8.912
Cl 1.782 0.110 -3.014
Cl 6.134 -0.541 5.661
Cl 0.014 -3.714 -3.363
Cl 1.390 0.970 -5.769
Cl 0.614 -4.301 -7.371
Cl 3.820 6.960 -3.347
Cl -4.379 -1.343 5.384
Cl 2.718 -1.561 -5.209
Cl 5.706 -7.012 -11.522
Cl 6.671 -12.024 -13.031
Cl 4.839 12.157 -4.225
Cl -5.216 -0.256 7.953
Cl 6.670 -3.404 5.633
Cl 3.247 -8.280 -10.612
Cl 4.260 8.923 -1.241
S -2.170 3.074 0.828
P -7.881 -1.051 1.986
O 2.346 1.381 4.475
O 0.597 6.962 -0.592
O 2.220 -1.795 -0.146
O -1.618 7.152 -1.502
O -7.153 -2.520 2.666
N -0.051 1.574 5.317
N -2.256 0.076 2.321
N -1.377 -4.465 1.085
C -0.363 1.115 3.878
C 7.257 -1.808 5.136
C -5.268 2.648 0.637
C -0.506 3.869 -2.346
C -3.582 0.620 1.839
C 5.321 -11.769 -11.912
C -3.790 2.097 1.094
C 2.082 -5.290 -7.288
C 1.189 -0.746 0.091
C -0.026 -3.726 1.148
C -0.068 -0.960 1.127
C -1.962 0.882 3.600
C 2.038 0.855 6.950
C -4.916 -0.334 2.079
C 3.743 7.268 -1.604
C 0.346 1.966 -0.526
C -8.784 1.519 -0.616
C -10.331 1.861 -1.071
C 4.816 -7.623 -10.117
C -6.416 0.165 1.644
C -8.128 2.122 0.577
C 0.683 3.343 -1.348
C -3.932 -1.113 7.083
C -0.265 3.064 5.469
C -0.414 6.529 -1.613
C 3.320 -1.603 0.852
C -9.016 -0.405 3.381
C 2.457 0.101 -4.653
C 1.396 0.681 -0.721
C 1.449 1.279 5.467
C -1.819 3.316 5.998
C 3.727 -3.041 1.599
C 3.483 -2.954 3.231
C -0.290 -2.344 1.992
C -6.570 1.651 0.952
C -0.902 1.721 0.508
C 6.221 11.439 -3.380
C -0.073 5.423 -2.789
C 1.482 -4.703 -3.280
C -1.132 0.296 1.334
H 2.310 0.785 -1.452
H 3.059 -0.783 1.663
H -8.637 0.664 3.669
H 3.023 -3.871 1.158
H 5.915 10.468 -2.982
H -4.776 -1.386 2.571
H -2.503 1.940 3.578
H 2.585 -2.233 3.479
H -10.946 2.423 -0.244
H -10.870 0.818 -1.259
H -0.452 5.716 -3.857
H 4.438 -2.587 3.828
H 0.302 6.684 0.328
H -8.900 -1.099 4.340
H 3.422 0.613 -4.630
H 5.015 -12.740 -11.514
H 0.131 1.954 3.189
H 3.236 -4.030 3.640
H 0.541 3.465 6.252
H -10.152 -0.458 3.081
H -3.804 -2.097 7.542
H 0.472 -2.367 2.911
H -0.646 3.205 -3.325
H 2.848 1.668 7.226
H -2.461 0.306 4.517
H 1.117 5.387 -2.857
H 1.164 0.827 7.730
H -1.767 4.100 6.878
H -1.567 3.951 -1.859
H -1.166 -5.410 0.687
H -1.362 -2.426 2.481
H 1.622 3.103 -2.042
H 0.299 -3.563 0.032
H 2.536 -0.218 6.807
H -2.275 2.305 6.418
H -7.550 -2.642 3.599
H 0.201 0.069 3.775
H -0.120 3.690 4.489
H -5.413 3.704 0.107
H 4.259 -1.241 0.247
H 2.342 -5.605 -8.302
H 5.399 -8.428 -9.663
H 2.706 7.152 -1.279
H -2.439 3.692 5.077
H 0.760 -4.399 1.739
H 4.861 -3.262 1.388
H 1.044 4.143 -0.569
H 1.742 -5.018 -4.293
H 8.223 -1.631 5.615
H -1.704 -4.555 2.079
H -10.377 2.455 -2.078
```

## Properties
total charge	0
E_HOMO	-7.7	eV
DFT total energy	-440260.78391	eV
gap between HOMO and LUMO	7.38	eV

---

Record 2
A structure of composition C40H51Cl4N5O4P2Pd, computed with wB97M-V/def2-TZVPD.

```
107
C40H51Cl4N5O4P2Pd | the Open Molecules 2025 dataset | wB97M-V/def2-TZVPD
Pd 0.337 0.049 -0.334
Cl -0.445 2.728 4.340
Cl -3.078 -4.645 2.565
Cl -3.564 0.644 3.666
Cl 0.163 -0.028 5.169
P 0.694 2.349 -0.880
P 2.615 -0.192 -0.867
O -0.346 0.675 2.064
O -0.264 -3.900 0.805
O 0.228 -1.961 -0.106
O 1.889 0.768 2.245
N 3.973 1.120 -2.857
N 2.141 3.202 -3.058
N -1.901 -0.295 -0.672
N -2.017 -1.876 3.384
N -4.362 -0.543 -1.382
C -1.994 -0.656 -2.104
C 3.956 0.119 0.316
C -3.388 -2.037 3.315
C 0.997 -3.885 4.074
C -4.015 -3.262 3.017
C -4.251 -0.935 3.448
C -3.998 -1.586 -0.423
C 5.240 2.039 -4.674
C -2.561 -1.360 0.115
C 4.440 4.053 -5.743
C -0.413 3.786 -1.366
C -1.365 4.052 -0.178
C 1.618 3.061 0.521
C -2.655 0.947 -0.422
C 3.365 4.121 -4.904
C 3.130 -1.769 -1.751
C -1.126 -2.792 3.988
C 3.194 3.130 -3.911
C 0.156 -2.962 3.464
C 2.007 2.260 -2.165
C 0.618 -2.198 2.259
C 0.652 1.338 4.147
C 4.134 2.089 -3.794
C 5.382 3.002 -5.629
C 0.133 -2.757 0.930
C -4.158 0.743 -0.723
C -5.627 -1.046 3.380
C -0.667 -4.418 5.708
C 3.047 -2.947 -0.769
C 0.346 5.104 -1.582
C -6.209 -2.287 3.177
C -5.394 -3.388 2.985
C -3.481 -0.636 -2.543
C 2.917 1.164 -2.092
C 4.580 -1.749 -2.251
C 2.152 -1.977 -2.909
C 0.600 -4.620 5.179
C -1.153 3.449 -2.668
C 0.729 0.889 2.672
C -1.518 -3.500 5.120
H 0.324 -1.150 2.291
H -0.881 4.706 0.547
H 3.694 0.948 0.967
H -1.842 4.262 -2.907
H -1.554 -1.649 -2.205
H 0.906 5.402 -0.697
H 1.121 -1.969 -2.552
H -1.734 2.529 -2.615
H 2.275 -1.211 -3.679
H 4.869 0.322 -0.243
H 2.286 2.308 0.931
H -1.988 -2.276 0.031
H 4.581 4.812 -6.501
H 4.750 -2.698 -2.767
H -1.685 3.169 0.361
H -0.410 5.874 -1.758
H 1.015 5.070 -2.434
H -4.719 -1.574 0.395
H -2.506 -3.326 5.530
H -2.473 1.231 0.614
H -2.239 1.699 -1.076
H 4.791 -0.937 -2.935
H -4.746 0.747 0.197
H 5.945 1.226 -4.569
H 6.221 2.967 -6.311
H 0.906 3.309 1.310
H -6.230 -0.157 3.499
H -1.654 -0.955 3.174
H 1.711 -2.212 2.222
H 3.745 -2.825 0.062
H -1.389 0.042 -2.686
H 2.341 -2.950 -3.367
H 1.988 -4.031 3.659
H -2.553 -1.030 1.150
H 4.084 -0.756 0.951
H 1.632 1.650 4.486
H -3.728 -1.541 -3.099
H -0.990 -4.965 6.585
H 2.050 -3.093 -0.389
H -4.536 1.542 -1.366
H -3.686 0.219 -3.192
H -4.075 -2.554 -0.920
H -7.284 -2.388 3.140
H 3.337 -3.851 -1.309
H 2.637 4.919 -4.970
H -2.254 4.569 -0.547
H 5.285 -1.701 -1.420
H 1.274 -5.339 5.626
H -5.816 -4.360 2.766
H 2.170 3.949 0.219
H -0.447 3.353 -3.493
```

## Properties
total charge	0
E_HOMO	-7.3	eV
DFT total energy	-130098.37927	eV
gap between HOMO and LUMO	6.09	eV
relative energy (zero: lowest compared OMol25 entry of this formula, charge and spin)	4.1	kcal/mol

---

Record 3
A structure of composition C40H51FN6SW in a non-equilibrium geometry, computed with wB97M-V/def2-TZVPD.

```
100
C40H51FN6SW | the Open Molecules 2025 dataset | wB97M-V/def2-TZVPD
W -0.295 0.396 -0.363
S -1.632 2.445 0.142
F 1.002 2.427 1.558
N -0.190 -1.572 -1.145
N -2.892 1.150 -1.865
N 1.243 0.967 -1.085
N -0.168 -0.145 1.664
N -1.805 0.310 -1.795
N -3.991 2.975 -0.949
C 0.263 -2.349 2.677
C -3.661 -0.115 1.994
C 0.679 -2.532 -0.770
C -0.595 -1.467 1.995
C -1.496 -4.010 2.698
C 4.221 2.996 -0.618
C 3.737 0.849 0.584
C 1.687 -1.969 3.046
C -2.840 -0.905 0.976
C 0.116 2.419 5.038
C 2.333 1.719 -1.438
C 0.272 -3.819 -2.743
C 3.296 3.525 -2.740
C 3.555 -0.593 0.084
C -0.113 0.724 2.761
C -0.691 0.398 4.000
C -1.808 -0.737 -2.644
C 1.762 2.115 -4.001
C 0.479 1.304 -4.005
C -2.331 -3.141 2.018
C 2.415 2.453 -2.663
C 0.505 1.986 2.729
C 2.820 1.380 -4.842
C 1.872 -1.901 4.567
C -0.656 -2.893 -3.125
C 0.947 -3.646 -1.515
C -0.895 -1.754 -2.327
C -0.212 -3.610 3.023
C -5.743 2.107 -2.546
C -5.386 2.570 -1.138
C -2.923 2.111 -1.010
C -0.576 1.223 5.106
C 5.181 0.988 1.079
C -1.901 -1.870 1.666
C 3.407 1.882 -0.500
C 2.698 -2.958 2.454
C -3.744 -1.578 -0.054
C 4.132 3.860 -1.696
C -2.732 -0.780 -3.819
C 0.647 2.810 3.818
H 4.014 -1.295 0.781
H 5.415 0.163 1.754
H -1.210 -3.003 -4.047
H 2.666 -2.957 1.363
H 5.881 0.952 0.241
H -3.864 3.642 -0.206
H 3.329 4.102 -3.658
H 2.439 1.178 -5.845
H -1.244 -0.529 4.078
H 4.766 4.736 -1.754
H 0.654 0.313 -3.597
H 0.488 -4.673 -3.370
H 4.030 -0.714 -0.893
H 3.087 1.002 1.449
H -1.848 -4.995 2.980
H 1.800 -2.896 5.013
H 3.733 1.970 -4.929
H 3.711 -2.695 2.765
H -2.196 -0.178 0.442
H -0.287 1.808 -3.422
H -3.171 0.203 -3.954
H 1.171 3.749 3.698
H -1.032 0.922 6.041
H -4.559 -2.115 0.435
H -3.180 -2.280 -0.671
H 0.234 3.046 5.911
H 2.856 -1.492 4.803
H 1.120 -1.266 5.030
H 5.345 1.914 1.629
H -4.187 -0.822 -0.704
H 3.075 0.429 -4.369
H -3.020 0.449 2.671
H 0.123 1.194 -5.033
H 1.169 -2.371 0.181
H 1.662 -4.374 -1.162
H -4.317 0.592 1.483
H -5.669 2.924 -3.264
H 1.899 -0.982 2.632
H -3.334 -3.459 1.759
H 0.430 -4.292 3.566
H -2.191 -1.054 -4.726
H -3.537 -1.503 -3.669
H -5.650 1.771 -0.431
H -5.078 1.310 -2.856
H 2.497 -3.974 2.796
H 1.546 3.068 -4.494
H -5.984 3.445 -0.885
H 4.970 3.193 0.134
H -4.278 -0.797 2.583
H 2.504 -0.833 -0.015
H -6.768 1.731 -2.544
```

## Properties
total charge	0
multiplicity	3
E_HOMO (alpha / beta)	-6.2 / -7.6	eV
DFT total energy	-66628.50490	eV
gap between HOMO and LUMO (alpha / beta)	6.11 / 6.82	eV
relative energy (zero: lowest compared OMol25 entry of this formula, charge and spin)	0.0	kcal/mol